No. 1
ORCA calculation (ωB97M-V with the def2-TZVPD basis set) on C25H62AsCl2F6N4O10 as an isolated structure.

Charge: 0
Gap between HOMO and LUMO (spin up / spin down) (eV): 9.2 / 5.3
Multiplicity: 2
Max |F| (Eh/bohr): 0.1198
E_LUMO (spin up / spin down) (eV): 0.357 / -3.490
Calculated total energy (hartree): -5716.30581

```
110
Properties=species:S:1:pos:R:3:mulliken_charge:R:1
As -27.072 -11.732 -27.821 2.05
F -26.573 -13.084 -28.986 -0.61
F -27.011 -13.008 -26.537 -0.65
F -27.457 -10.503 -26.652 -0.45
F -27.000 -10.556 -29.091 -0.49
F -28.757 -12.038 -28.118 -0.49
F -25.302 -11.443 -27.582 -0.38
C -19.073 -13.322 -27.090 -1.55
C -20.351 -13.562 -26.392 0.02
C -21.444 -12.442 -26.306 -0.80
O -22.708 -13.066 -25.952 0.43
C -23.487 -12.035 -25.380 -0.78
N -20.824 -14.683 -27.142 -0.16
H -19.364 -12.893 -28.049 0.39
H -18.527 -14.152 -27.539 0.38
H -18.458 -12.528 -26.665 0.39
H -20.157 -13.836 -25.355 0.32
H -21.505 -11.864 -27.228 -0.03
H -21.073 -11.797 -25.510 0.49
H -23.359 -11.680 -24.357 0.36
H -24.536 -12.316 -25.283 -0.21
H -23.611 -11.132 -25.978 0.31
H -20.531 -14.438 -28.077 0.10
H -20.017 -15.269 -26.984 0.35
C -26.141 -9.254 -24.108 -1.24
C -27.260 -9.962 -23.283 0.29
C -28.690 -9.551 -23.678 -0.08
O -28.899 -8.396 -22.887 -0.39
C -30.197 -7.781 -23.056 -0.59
N -27.070 -11.393 -23.389 -0.63
H -25.210 -9.470 -23.583 0.30
H -26.212 -8.174 -24.238 0.39
H -26.015 -9.638 -25.120 0.16
H -27.129 -9.822 -22.210 0.38
H -29.428 -10.296 -23.380 0.18
H -28.890 -9.219 -24.697 0.23
H -30.485 -7.507 -24.071 0.27
H -30.321 -6.877 -22.461 0.27
H -30.873 -8.537 -22.658 0.14
H -27.983 -11.656 -23.046 0.22
H -27.064 -11.526 -24.390 0.20
C -24.371 -14.532 -30.859 -1.22
C -23.954 -15.115 -29.533 1.09
C -22.963 -16.356 -29.546 -1.54
O -22.748 -16.578 -28.148 0.33
C -22.294 -17.912 -27.958 -0.82
N -23.419 -14.104 -28.691 1.85
H -23.649 -13.835 -31.284 0.20
H -25.377 -14.119 -30.786 0.15
H -24.556 -15.305 -31.605 0.47
H -24.773 -15.566 -28.973 0.06
H -21.969 -16.157 -29.946 0.44
H -23.561 -17.119 -30.044 0.50
H -23.127 -18.593 -28.134 0.28
H -21.951 -17.841 -26.925 -0.05
H -21.485 -18.182 -28.636 0.37
H -23.926 -13.251 -28.881 -0.38
H -22.588 -13.809 -29.184 -1.07
C -26.247 -15.531 -24.576 -1.57
C -24.876 -15.308 -25.073 0.91
C -23.783 -16.450 -24.824 -1.54
O -22.481 -15.862 -25.163 0.14
C -21.406 -16.489 -24.353 -1.17
N -24.929 -15.095 -26.511 0.47
H -26.286 -16.560 -24.218 0.55
H -27.015 -15.597 -25.347 0.30
H -26.596 -14.841 -23.808 0.29
H -24.445 -14.496 -24.488 -0.01
H -23.971 -17.412 -25.300 0.33
H -23.646 -16.726 -23.778 0.65
H -21.202 -17.548 -24.508 0.39
H -21.759 -16.459 -23.323 0.45
H -20.469 -15.949 -24.217 0.28
H -25.294 -15.935 -26.936 0.43
H -25.670 -14.418 -26.624 -0.23
C -23.457 -10.083 -29.669 -0.88
C -22.235 -10.543 -30.540 -0.41
O -21.830 -11.869 -30.067 0.08
C -20.936 -12.663 -30.686 0.33
O -20.761 -13.753 -30.366 -0.42
O -20.315 -11.979 -31.723 -0.36
C -19.305 -12.475 -32.593 -0.77
H -24.293 -10.777 -29.755 0.02
H -23.717 -9.083 -30.016 0.46
H -23.207 -10.023 -28.609 0.22
H -21.420 -9.832 -30.401 0.32
H -22.534 -10.386 -31.577 0.38
H -19.354 -13.562 -32.667 0.31
H -18.263 -12.350 -32.297 0.29
H -19.400 -12.035 -33.586 0.28
C -32.487 -12.562 -19.531 -1.11
C -32.498 -11.939 -20.902 -0.19
O -31.219 -12.186 -21.568 -0.29
C -30.838 -13.236 -22.304 0.59
O -31.503 -14.313 -22.494 -0.63
O -29.817 -12.755 -23.055 -0.31
C -29.679 -13.325 -24.379 -0.34
H -33.468 -12.452 -19.069 0.37
H -31.743 -12.130 -18.862 0.29
H -32.248 -13.622 -19.625 0.31
H -32.667 -10.867 -20.800 0.25
H -33.215 -12.376 -21.597 0.35
H -30.096 -12.599 -25.078 0.28
H -30.094 -14.332 -24.423 0.48
H -28.615 -13.488 -24.546 -0.30
C -27.473 -11.648 -31.895 0.29
Cl -26.362 -12.580 -32.825 -0.18
Cl -28.852 -10.928 -32.778 -0.20
H -27.894 -12.394 -31.221 0.08
H -26.995 -10.831 -31.356 0.01
```

No. 2
ORCA calculation (ωB97M-V with the def2-TZVPD basis set) on a 9-piece molecular cluster, C25H62O11S overall.

Charge: 0
Gap between HOMO and LUMO (eV): 10.4
Structure (SMILES): C#CCCC[C@H]1CCOS(=O)(=O)C1.CCO.CCO.CCO.CCO.CCO.CCO.CCO.CCO
Max |F| (Eh/bohr): 0.0263
E_LUMO (eV): 0.593
Calculated total energy (hartree): -2215.41100

```
99
Properties=species:S:1:pos:R:3:mulliken_charge:R:1
C -3.429 0.046 -3.043 -0.17
C -4.108 0.091 -2.058 -0.21
C -4.803 0.182 -0.780 -0.91
C -4.275 -0.959 0.114 -0.61
C -2.965 -0.470 0.761 -0.58
C -1.931 -1.525 1.121 0.40
C -2.343 -2.461 2.251 -0.55
C -1.119 -3.154 2.792 -0.69
O -0.524 -4.059 1.834 -0.39
S -0.173 -3.454 0.403 1.11
O 0.962 -2.578 0.501 -0.52
O -0.047 -4.565 -0.486 -0.69
C -1.567 -2.438 -0.063 -0.72
H -2.754 -0.139 -3.842 0.49
H -4.535 1.121 -0.294 0.22
H -5.880 0.148 -0.927 0.45
H -4.110 -1.833 -0.511 0.35
H -4.995 -1.202 0.895 0.35
H -2.504 0.290 0.127 -0.11
H -3.243 0.052 1.680 0.38
H -1.010 -1.012 1.405 0.26
H -2.816 -1.890 3.051 0.40
H -3.075 -3.182 1.884 0.23
H -1.421 -3.748 3.649 0.50
H -0.389 -2.434 3.162 0.26
H -2.392 -3.128 -0.226 0.44
H -1.300 -1.905 -0.970 0.17
C 1.001 1.812 -1.927 -0.90
C -0.444 1.458 -2.203 0.11
O -1.327 2.062 -1.249 -0.11
H 1.276 1.495 -0.921 0.19
H 1.665 1.330 -2.645 0.27
H 1.152 2.893 -1.986 0.37
H -0.594 0.382 -2.119 -0.07
H -0.739 1.765 -3.212 0.30
H -1.201 3.015 -1.311 0.03
C 4.169 -0.070 2.012 -1.24
C 2.848 0.672 2.096 -0.03
O 2.146 0.621 0.850 -0.28
H 4.794 0.360 1.229 0.30
H 4.708 -0.019 2.959 0.38
H 4.011 -1.123 1.764 0.29
H 3.007 1.723 2.325 0.20
H 2.217 0.244 2.883 0.24
H 1.984 -0.308 0.649 0.07
C 1.025 4.624 0.497 -0.70
C 0.829 3.754 1.721 0.08
O 2.026 3.681 2.488 -0.54
H 1.823 4.235 -0.135 0.20
H 0.110 4.691 -0.098 0.13
H 1.312 5.628 0.807 0.25
H 0.565 2.736 1.438 0.13
H 0.024 4.160 2.347 0.12
H 2.250 4.584 2.745 0.27
C -0.925 7.543 3.405 -0.95
C 0.429 7.171 3.977 -0.29
O 1.350 6.795 2.953 -0.46
H -1.339 6.709 2.837 0.21
H -1.626 7.808 4.198 0.35
H -0.838 8.394 2.726 0.31
H 0.343 6.311 4.640 0.28
H 0.844 8.004 4.553 0.31
H 1.456 7.545 2.359 0.25
C -4.249 5.119 -0.687 -1.01
C -4.684 4.302 -1.891 -0.01
O -3.613 4.080 -2.799 -0.54
H -3.846 6.081 -1.007 0.30
H -5.084 5.297 -0.008 0.36
H -3.462 4.598 -0.134 0.24
H -5.457 4.827 -2.451 0.34
H -5.093 3.338 -1.568 0.04
H -2.927 3.608 -2.316 0.25
C 4.576 -1.896 -3.307 -0.88
C 3.931 -0.559 -3.614 -0.29
O 2.521 -0.678 -3.804 -0.48
H 4.383 -2.609 -4.106 0.22
H 5.654 -1.796 -3.182 0.35
H 4.165 -2.322 -2.389 0.26
H 4.327 -0.142 -4.540 0.32
H 4.130 0.156 -2.807 0.23
H 2.152 -1.036 -2.990 0.26
C 6.129 -6.200 -5.100 -1.04
C 6.650 -4.937 -4.440 -0.23
O 5.910 -4.602 -3.271 -0.45
H 5.076 -6.085 -5.361 0.28
H 6.691 -6.431 -6.006 0.33
H 6.208 -7.052 -4.420 0.31
H 6.553 -4.086 -5.114 0.27
H 7.709 -5.050 -4.184 0.30
H 5.989 -5.334 -2.650 0.25
C -3.786 -6.833 2.684 -1.12
C -2.424 -6.499 3.263 0.00
O -2.523 -5.575 4.352 -0.51
H -4.285 -5.926 2.339 0.27
H -3.694 -7.522 1.844 0.32
H -4.427 -7.294 3.439 0.35
H -1.794 -6.025 2.513 0.13
H -1.922 -7.409 3.604 0.33
H -3.069 -5.985 5.030 0.28
```

No. 3
ORCA calculation (ωB97M-V with the def2-TZVPD basis set) on C25H63CuN4O11 as an isolated structure.

Charge: +1
Gap between HOMO and LUMO (spin up / spin down) (eV): 7.2 / 3.4
Multiplicity: 2
Max |F| (Eh/bohr): 0.0705
E_LUMO (spin up / spin down) (eV): -3.238 / -7.051
Calculated total energy (hartree): -3677.01399

```
104
Properties=species:S:1:pos:R:3:mulliken_charge:R:1
Cu -0.530 -3.357 2.548 0.17
O -0.654 -0.274 -0.239 0.02
C -0.753 -1.630 0.015 0.50
O -0.310 -2.393 -0.834 -0.78
O -1.311 -1.927 1.123 -0.26
H -0.283 -0.326 -1.134 -0.13
C -1.248 -2.726 -4.331 -0.91
C -2.335 -2.925 -3.290 0.01
O -2.008 -3.989 -2.406 -0.56
H -1.530 -1.830 -4.898 0.30
H -1.253 -3.558 -5.035 0.33
H -0.262 -2.648 -3.883 0.19
H -3.267 -3.149 -3.801 0.36
H -2.396 -2.020 -2.673 -0.04
H -1.437 -3.652 -1.704 0.43
C -0.548 1.961 -2.980 0.49
O 0.182 2.977 -2.296 -0.19
C 0.443 4.148 -3.070 -0.65
C 1.295 3.931 -4.299 -0.31
N 1.360 5.162 -5.080 -0.23
C 1.939 4.978 -6.394 -0.63
C 2.176 6.294 -7.086 -0.39
O 2.788 6.016 -8.310 -0.30
C 3.076 7.160 -9.070 -0.73
H -0.423 1.089 -2.348 -0.86
H -0.152 1.676 -3.954 0.35
H -1.597 2.267 -3.026 0.29
H 1.023 4.786 -2.396 0.24
H -0.505 4.672 -3.248 0.34
H 0.843 3.146 -4.932 0.29
H 2.305 3.630 -4.027 0.18
H 0.478 5.652 -5.146 0.24
H 1.347 4.325 -7.059 0.29
H 2.899 4.459 -6.314 0.27
H 2.799 6.945 -6.457 0.33
H 1.221 6.833 -7.207 0.30
H 4.081 7.559 -8.867 0.27
H 2.384 7.986 -8.875 0.32
H 3.054 6.900 -10.128 0.25
C 2.202 1.233 4.398 -0.74
O 0.867 1.429 3.950 -0.36
C 0.615 0.874 2.695 -0.38
C -0.627 1.547 2.139 -1.04
N -1.858 0.754 2.318 0.81
C -3.067 1.356 1.800 -0.54
C -4.370 0.714 2.296 -0.36
O -5.325 1.720 2.271 -0.42
C -6.625 1.211 2.493 -0.71
H 2.501 2.051 5.053 0.28
H 2.903 1.146 3.569 0.35
H 2.254 0.350 5.048 0.26
H 0.493 -0.210 2.606 0.01
H 1.398 1.214 2.003 0.69
H -0.609 1.713 1.054 0.49
H -0.861 2.509 2.600 0.69
H -1.688 -0.187 1.829 -0.57
H -2.999 1.352 0.700 0.23
H -3.032 2.426 2.029 0.60
H -4.230 0.310 3.310 0.25
H -4.607 -0.104 1.602 0.40
H -6.894 0.449 1.754 0.32
H -7.369 2.001 2.438 0.29
H -6.725 0.782 3.499 0.30
C -3.416 -4.715 1.770 -0.81
O -2.716 -4.146 2.888 -0.41
C -3.347 -3.018 3.415 -0.55
C -2.517 -2.582 4.601 -0.43
N -1.285 -1.906 4.140 0.90
C -0.370 -1.594 5.283 -1.11
C -0.754 -0.360 6.062 -0.28
O -1.681 -0.766 7.065 -0.41
C -2.719 0.171 7.279 -0.64
H -4.226 -5.346 2.134 0.31
H -2.712 -5.326 1.210 0.27
H -3.778 -3.940 1.092 0.31
H -4.355 -3.278 3.780 0.67
H -3.554 -2.211 2.705 0.12
H -2.343 -3.454 5.230 0.48
H -3.106 -1.913 5.242 0.27
H -1.613 -0.987 3.865 -0.69
H 0.616 -1.441 4.834 0.33
H -0.286 -2.428 5.976 0.52
H -1.197 0.409 5.426 0.35
H 0.142 -0.032 6.597 0.35
H -3.486 -0.257 7.922 0.26
H -3.210 0.453 6.336 0.19
H -2.337 1.072 7.772 0.34
C 3.582 -2.834 -1.475 -1.32
C 4.446 -3.998 -1.012 0.53
C 5.723 -3.577 -0.335 -0.70
O 6.491 -2.798 -1.215 -0.30
C 7.831 -2.655 -0.808 -0.76
N 3.706 -4.799 0.006 -0.76
H 3.809 -1.901 -0.943 0.29
H 2.508 -3.013 -1.470 0.32
H 3.838 -2.547 -2.504 0.37
H 4.617 -4.664 -1.857 0.33
H 6.240 -4.483 -0.002 0.38
H 5.468 -2.922 0.514 0.26
H 8.418 -3.561 -0.975 0.30
H 7.935 -2.333 0.240 0.31
H 8.262 -1.822 -1.366 0.25
H 3.282 -4.093 0.614 0.22
H 2.849 -5.194 -0.377 0.29
```

No. 4
ORCA calculation (ωB97M-V with the def2-TZVPD basis set) on C25H64HgN3O9 as an isolated structure.

Charge: +1
Gap between HOMO and LUMO (eV): 6.6
Max |F| (Eh/bohr): 0.0338
E_LUMO (eV): -3.118
Calculated total energy (hartree): -1985.35869

```
102
Properties=species:S:1:pos:R:3:mulliken_charge:R:1
Hg 1.599 1.891 -2.239 1.95
C -1.008 -1.082 -0.815 -0.97
C -0.382 0.062 -0.043 0.63
C 0.543 -0.456 1.047 -1.12
O 0.173 1.030 -0.838 0.37
H -1.686 -0.749 -1.610 0.18
H -1.599 -1.770 -0.206 0.04
H -0.279 -1.721 -1.342 0.05
H -1.222 0.508 0.541 -0.35
H 1.522 -0.795 0.674 0.05
H 0.136 -1.307 1.603 0.24
H 0.786 0.314 1.784 0.08
C -0.938 0.901 -4.286 -0.08
O -0.209 2.063 -3.948 -0.28
C -1.062 3.114 -3.574 -0.16
C -0.250 4.273 -3.083 -1.03
N 0.426 3.925 -1.825 -0.02
C 1.469 4.919 -1.440 -0.83
C 1.997 4.518 -0.084 -0.65
O 2.487 3.203 -0.177 -0.02
C 2.511 2.545 1.081 -1.10
H -1.612 1.111 -5.126 0.55
H -1.538 0.527 -3.450 0.11
H -0.251 0.112 -4.584 -0.46
H -1.703 2.817 -2.729 0.01
H -1.734 3.415 -4.385 0.53
H -0.932 5.119 -2.912 0.49
H 0.465 4.687 -3.800 0.37
H -0.220 4.001 -1.038 -0.05
H 1.012 5.912 -1.354 0.47
H 2.265 4.983 -2.182 0.42
H 1.235 4.655 0.689 0.44
H 2.837 5.172 0.186 0.38
H 3.345 2.914 1.701 0.40
H 2.685 1.485 0.926 0.16
H 1.604 2.703 1.665 0.52
C -3.003 -1.762 6.332 -0.58
O -4.109 -2.571 6.080 -0.38
C -3.772 -3.942 5.942 -0.61
C -2.980 -4.221 4.675 -0.67
N -3.476 -3.486 3.549 -0.14
C -2.598 -3.270 2.435 -0.18
C -2.830 -4.254 1.283 -0.67
O -1.775 -4.262 0.330 -0.29
C -0.565 -4.764 0.824 -0.70
H -2.243 -1.776 5.546 0.18
H -2.515 -2.036 7.287 0.30
H -3.350 -0.748 6.534 0.26
H -4.719 -4.479 5.927 0.31
H -3.224 -4.287 6.827 0.38
H -3.039 -5.310 4.502 0.30
H -1.897 -4.049 4.793 0.32
H -4.197 -2.813 3.721 0.35
H -1.556 -3.335 2.778 0.20
H -2.715 -2.235 2.089 0.19
H -3.739 -3.954 0.764 0.24
H -2.973 -5.261 1.697 0.40
H 0.063 -4.918 -0.058 0.23
H -0.690 -5.734 1.316 0.36
H -0.018 -4.068 1.468 0.23
C 4.901 1.355 -0.888 -0.91
O 3.691 0.798 -1.402 -0.06
C 3.958 -0.340 -2.227 -0.84
C 2.641 -0.996 -2.569 -0.67
N 1.707 -0.117 -3.343 0.36
C 2.095 -0.064 -4.766 -0.80
C 1.815 -1.393 -5.483 -0.74
O 0.693 -1.997 -4.906 -0.30
C -0.300 -2.425 -5.833 -0.92
H 5.655 1.397 -1.679 0.44
H 5.234 0.809 -0.007 0.28
H 4.692 2.391 -0.639 0.16
H 4.606 -1.036 -1.691 0.42
H 4.489 0.046 -3.106 0.45
H 2.142 -1.203 -1.621 0.13
H 2.892 -1.914 -3.107 0.44
H 0.853 -0.675 -3.266 -0.10
H 3.159 0.174 -4.767 0.48
H 1.576 0.761 -5.251 0.20
H 2.694 -2.045 -5.518 0.41
H 1.614 -1.161 -6.536 0.46
H -0.803 -1.556 -6.271 0.37
H -1.009 -3.022 -5.268 0.25
H 0.143 -3.012 -6.639 0.35
C -4.238 2.826 -0.928 -0.98
C -3.415 2.629 0.313 -0.08
O -2.094 3.120 0.137 -0.58
H -5.266 2.482 -0.784 0.41
H -3.869 2.201 -1.746 0.17
H -4.265 3.871 -1.240 0.27
H -3.365 1.549 0.510 0.07
H -3.859 3.051 1.215 0.38
H -1.467 2.389 0.072 0.13
C 2.175 0.445 4.389 -0.44
C 2.730 0.037 5.744 -0.56
O 2.176 0.831 6.814 -0.52
H 2.837 0.118 3.581 0.26
H 2.077 1.524 4.225 0.24
H 1.164 0.051 4.283 0.14
H 3.820 0.047 5.799 0.35
H 2.387 -0.974 5.964 0.25
H 2.780 1.563 6.966 0.29
```

- Which value of max |F| does entry 4 give?
  0.0338 Eh/bohr